{
  "formula": "C45H55CoOP2SSi4Te",
  "method": "the ωB97M-V functional and the def2-TZVPD basis",
  "lumo_ev": [-5.80, -7.66],
  "spin_multiplicity": 5,
  "charge": 2,
  "e_homo_ev": [-12.73, -13.32],
  "molar_mass_g_mol": 1004.83,
  "symbols": ["Co", "O", "S", "C", "C", "C", "C", "C", "C", "P", "C", "C", "C", "C", "C", "C", "C", "C", "C", "C", "C", "C", "C", "C", "C", "C", "C", "C", "P", "C", "C", "C", "C", "C", "C", "C", "C", "C", "C", "C", "C", "H", "H", "H", "H", "H", "H", "H", "H", "H", "H", "H", "H", "H", "H", "H", "H", "H", "H", "H", "H", "H", "H", "H", "H", "H", "H", "H", "H", "C", "Si", "C", "C", "Si", "Te", "Si", "C", "C", "C", "Si", "C", "C", "C", "H", "H", "H", "H", "H", "H", "H", "H", "H", "H", "H", "H", "H", "H", "H", "H", "H", "H", "H", "H", "H", "H", "H", "H", "H", "H", "H"],
  "coordinates": [[0.7987, 0.8486, 0.6608], [-2.6882, 0.3043, 3.7678], [-1.5925, 0.8261, 2.9300], [-2.4370, 1.6116, 1.5311], [-3.8088, 1.3279, 1.4307], [-4.5244, 1.7836, 0.3286], [-3.9162, 2.5262, -0.6342], [-2.5569, 2.8532, -0.5355], [-1.7884, 2.4073, 0.5485], [-0.0634, 2.8735, 0.7693], [0.3396, 4.1167, -0.4518], [0.2976, 5.4665, -0.1474], [0.7045, 6.4036, -1.0965], [1.1523, 6.0278, -2.3524], [1.1522, 4.6575, -2.6801], [0.7930, 3.7200, -1.7119], [0.1981, 3.7510, 2.2997], [1.5283, 4.0336, 2.5708], [1.8507, 4.7933, 3.7104], [0.8498, 5.0669, 4.6331], [-0.4766, 4.8179, 4.3334], [-0.8251, 4.1304, 3.1691], [-0.8519, -0.7229, 2.3163], [-1.6462, -1.8418, 2.3732], [-1.0502, -3.0777, 2.1434], [0.3109, -3.1982, 1.9541], [1.0883, -2.0786, 1.8041], [0.5334, -0.7759, 2.0345], [1.6112, 0.6485, 2.6817], [1.6600, 0.6219, 4.4971], [2.4140, 1.5776, 5.1651], [2.4366, 1.6071, 6.5654], [1.6320, 0.7471, 7.2762], [0.8955, -0.2236, 6.6046], [0.8633, -0.2671, 5.2085], [3.2666, 0.1923, 2.1396], [4.3837, -0.0506, 2.9531], [5.6277, -0.3294, 2.3823], [5.7936, -0.3026, 1.0162], [4.7186, -0.0436, 0.2046], [3.4557, 0.1444, 0.7395], [-4.2862, 0.7039, 2.1982], [-5.6064, 1.5167, 0.2315], [-4.4759, 2.8754, -1.5095], [-2.0933, 3.5006, -1.2758], [-0.0586, 5.7593, 0.8458], [0.6576, 7.4738, -0.8680], [1.4484, 6.7788, -3.1182], [1.4840, 4.3597, -3.6743], [0.8952, 2.6568, -1.9297], [2.3321, 3.7967, 1.8660], [2.8937, 5.0784, 3.8534], [1.1201, 5.5320, 5.6043], [-1.2505, 5.0639, 5.0303], [-1.8927, 3.9527, 2.9621], [-2.6772, -1.7234, 2.6860], [-1.6999, -3.9567, 2.0399], [0.7490, -4.2134, 1.8543], [2.0738, -2.1398, 1.3662], [2.9715, 2.3303, 4.5920], [3.0560, 2.3687, 7.0773], [1.5954, 0.7392, 8.3804], [0.2956, -0.9394, 7.1561], [0.2460, -0.9900, 4.6794], [4.2264, -0.0366, 4.0422], [6.5126, -0.4882, 3.0070], [6.7598, -0.5157, 0.5807], [4.8236, -0.0641, -0.8950], [2.4933, 0.3199, 0.1683], [-4.2532, -2.1316, -1.7705], [-2.8877, -3.3960, -2.3097], [-2.5128, -4.5621, -0.8327], [-3.8353, -4.6225, -3.4211], [-0.9817, -2.4651, -2.9019], [-0.2412, -0.2047, -1.4435], [-1.2096, -1.1219, -4.8064], [-2.5072, 0.2580, -4.8064], [0.4181, -0.3029, -5.3794], [-1.7779, -2.2908, -6.1717], [0.8936, -3.6502, -2.9603], [0.8176, -4.9823, -4.3330], [2.5188, -2.6721, -3.1206], [1.0855, -4.8219, -1.4993], [-4.9709, -2.7692, -1.2231], [-4.7471, -1.5940, -2.6029], [-3.9516, -1.3409, -1.0720], [-2.3951, -5.5969, -1.1654], [-3.3789, -4.5293, -0.1185], [-1.6550, -4.2960, -0.2157], [-4.4961, -5.1962, -2.7250], [-3.1738, -5.3722, -3.8910], [-4.4679, -4.2010, -4.2256], [-2.2108, 1.0992, -4.1206], [-3.4999, -0.0497, -4.4699], [-2.5978, 0.7367, -5.8199], [1.0128, -0.0480, -4.4885], [0.1997, 0.6242, -5.9448], [1.0094, -1.0060, -5.9797], [-2.8617, -2.2990, -6.2202], [-1.4172, -3.3079, -5.9412], [-1.3830, -1.9657, -7.1546], [0.9610, -4.5352, -5.3445], [-0.0669, -5.6544, -4.3563], [1.7347, -5.6250, -4.1853], [2.7675, -2.4734, -4.1807], [3.3569, -3.3073, -2.7582], [2.5228, -1.7344, -2.5269], [0.4277, -5.6770, -1.5642], [0.9042, -4.4029, -0.4908], [2.1264, -5.2264, -1.5417]],
  "forces_ev_per_a": [[-0.726, -0.702, -1.260], [-0.232, 0.199, 0.423], [0.078, 0.227, 0.522], [-0.621, -0.661, -0.965], [0.698, -0.362, 0.292], [-1.602, -0.828, 0.701], [0.797, 0.787, -1.293], [0.081, 0.098, 0.304], [-1.101, -0.047, 0.669], [-0.130, 1.155, -0.293], [0.432, -0.163, -0.773], [-0.233, 0.401, 0.268], [-0.097, 0.823, 0.256], [-0.252, -0.573, -0.715], [0.276, 0.505, 0.259], [0.192, -0.091, -0.530], [-0.668, -0.449, 0.364], [0.581, 1.253, 0.604], [0.066, -1.034, -0.656], [0.553, 0.944, 0.782], [-0.079, -0.871, -0.260], [0.000, 0.503, 0.097], [0.492, 0.809, -0.081], [0.147, -0.172, -0.154], [-1.260, -0.312, 0.062], [0.525, -1.157, -0.604], [-0.100, 1.395, -0.246], [0.054, -1.193, 1.093], [0.994, -0.595, 1.005], [-0.830, 0.045, -0.347], [0.494, 0.567, 0.105], [0.441, 1.108, -0.440], [-0.077, -0.950, 0.844], [-0.526, -0.087, -0.499], [0.185, -0.196, 0.528], [1.134, -0.480, -0.520], [-0.646, -0.049, 0.474], [0.215, 0.385, 0.841], [0.367, -0.204, 0.149], [-1.275, -0.232, -2.054], [-0.873, 0.704, 1.293], [0.294, 0.384, -0.315], [1.104, 0.325, 0.151], [0.214, -0.118, 0.415], [-0.100, -0.142, 0.041], [0.199, 0.208, -0.491], [0.023, -0.467, 0.094], [-0.225, -0.638, 0.808], [-0.088, -0.121, 0.315], [-0.137, 0.203, -0.113], [-0.342, -0.081, 0.130], [-0.341, -0.053, 0.227], [-0.289, -0.216, -0.849], [-0.244, 0.218, 0.306], [0.676, -0.028, -0.037], [-0.049, -0.138, -0.245], [0.409, 0.280, 0.502], [-0.278, 0.890, -0.099], [0.392, -0.159, 0.591], [-0.117, -0.405, 0.325], [-0.484, -0.590, -0.367], [0.147, 0.215, -0.765], [0.048, 0.131, 0.019], [0.118, 0.019, 0.275], [0.376, -0.037, -0.557], [-0.510, -0.083, -0.077], [0.020, 0.106, -0.009], [0.059, 0.083, 0.716], [1.741, -0.365, -0.591], [0.458, -0.010, -0.027], [-3.150, -1.334, 1.720], [-0.651, 0.533, 0.700], [0.121, -0.225, -0.515], [0.536, 2.494, -0.764], [-0.459, -0.657, -0.899], [-0.163, 0.901, -1.753], [0.266, 1.209, 0.640], [-0.149, -0.202, 0.712], [0.582, -0.306, 0.167], [2.089, -2.301, -0.065], [0.657, 0.187, -0.846], [0.165, -0.052, -0.125], [0.537, 0.312, 0.990], [0.026, 0.322, -0.395], [0.160, -0.586, 0.264], [0.245, -0.213, -0.003], [0.018, 0.120, -0.021], [0.489, -0.134, -0.707], [0.204, 0.026, -0.215], [0.445, 0.552, -0.389], [-0.197, 0.290, 0.183], [0.376, -0.040, 0.472], [-0.163, -0.666, -0.498], [0.008, -0.112, -0.170], [0.148, -0.709, 0.773], [0.038, 0.152, -0.334], [0.144, -0.564, 0.222], [-0.118, 0.259, 0.018], [-0.192, -0.142, -0.040], [-0.191, 0.184, -0.442], [-0.161, -0.220, 0.518], [-0.300, -0.327, 0.547], [0.490, 0.541, 0.144], [-0.909, 0.562, 0.043], [-0.277, 0.244, 0.501], [-0.596, 0.285, -0.024], [0.059, -0.384, -0.432], [-0.302, -0.231, -0.243], [0.303, -0.031, -0.460], [-0.674, 0.348, 0.102]],
  "mulliken_spin": [2.664, 0.001, -0.011, 0.033, -0.007, 0.016, -0.014, 0.041, 0.040, 0.052, -0.044, 0.001, 0.001, 0.003, 0.003, 0.012, -0.017, 0.022, 0.003, 0.000, 0.003, 0.013, 0.189, -0.007, 0.034, -0.013, 0.022, -0.118, 0.030, 0.039, 0.030, -0.007, 0.017, -0.007, 0.024, 0.087, 0.020, -0.011, 0.020, -0.014, 0.052, 0.000, 0.000, 0.000, 0.004, 0.001, 0.000, 0.000, 0.000, 0.016, 0.002, 0.000, 0.000, 0.000, 0.002, 0.003, 0.000, 0.002, 0.000, 0.002, 0.000, 0.001, 0.001, 0.007, 0.003, 0.000, 0.001, -0.001, -0.021, 0.005, 0.009, 0.000, 0.002, 0.061, 0.606, 0.015, 0.006, 0.018, 0.004, 0.009, 0.006, 0.028, -0.005, 0.001, 0.002, 0.006, 0.000, 0.000, -0.001, 0.000, 0.000, 0.000, -0.003, 0.002, 0.001, -0.002, 0.002, 0.001, 0.000, 0.000, 0.000, 0.000, 0.000, 0.001, 0.003, 0.002, -0.004, 0.000, 0.003, 0.000]
}

=====

{
  "formula": "C17H22ClFN5O7",
  "method": "the ωB97M-V functional and the def2-TZVPD basis",
  "lumo_ev": -3.38,
  "spin_multiplicity": 1,
  "charge": 1,
  "e_homo_ev": -12.42,
  "molar_mass_g_mol": 462.84,
  "symbols": ["C", "C", "C", "N", "C", "N", "C", "C", "O", "O", "C", "C", "O", "Cl", "N", "C", "N", "C", "O", "N", "C", "O", "F", "H", "H", "H", "H", "H", "H", "H", "H", "H", "H", "C", "C", "O", "C", "H", "H", "H", "H", "H", "H", "C", "C", "O", "C", "H", "H", "H", "H", "H", "H"],
  "coordinates": [[-0.1019, -3.7790, -0.4549], [0.1345, -2.7137, 0.0300], [0.4662, -1.4071, 0.6400], [0.0281, -0.2516, -0.1319], [-1.1619, 0.3760, -0.3789], [-2.3610, 0.0065, 0.0527], [-2.7006, -1.1724, 0.8168], [-3.0964, -2.3296, -0.1426], [-2.7187, -2.3108, -1.2653], [-3.9113, -3.3349, 0.3190], [-3.4888, 0.8753, -0.3351], [-3.6651, 2.1099, 0.5709], [-4.7487, 2.3846, 0.9370], [-2.3199, 3.1459, 1.0961], [-0.9776, 1.4612, -1.1396], [0.3108, 1.5350, -1.4345], [0.8991, 0.5043, -0.8333], [2.3400, 0.3708, -1.0350], [3.0976, 0.8941, -0.2958], [2.8279, -0.3712, -2.1502], [1.8069, -1.1251, -2.8240], [0.9672, -0.7049, -3.5321], [1.8975, -2.4278, -2.6094], [-0.0014, -4.7878, -0.7981], [0.0935, -1.3383, 1.6688], [1.5602, -1.4208, 0.7463], [-1.9835, -1.4697, 1.5843], [-3.6271, -0.9406, 1.3622], [-4.8078, -2.9682, 0.2993], [-3.4526, 1.1193, -1.4029], [-4.4064, 0.2932, -0.2111], [0.7949, 2.2973, -2.0446], [3.2121, 0.2762, -2.8395], [-1.5971, -0.7842, 6.3540], [-1.5425, -1.3816, 4.9748], [-1.8188, -0.7242, 3.9909], [-1.1317, -2.8279, 4.8650], [-1.9059, 0.2570, 6.2854], [-2.3198, -1.3258, 6.9660], [-0.6109, -0.8291, 6.8184], [-1.8341, -3.4572, 5.4126], [-0.1257, -2.9609, 5.2655], [-1.1353, -3.1294, 3.8176], [4.4039, 3.8654, -5.1261], [3.7041, 3.4822, -3.8509], [2.4976, 3.5621, -3.7352], [4.5512, 2.9874, -2.7080], [3.6688, 4.1999, -5.8553], [5.1058, 4.6785, -4.9359], [4.9363, 3.0039, -5.5326], [5.2638, 3.7520, -2.3984], [5.0859, 2.0817, -3.0041], [3.8985, 2.7539, -1.8680]],
  "forces_ev_per_a": [[0.815, -0.553, 0.195], [-0.220, 0.924, 0.282], [0.162, -1.284, 0.290], [-0.706, 0.486, -0.249], [0.211, -0.515, 0.208], [-0.374, 0.646, 0.116], [-1.299, -0.814, 0.149], [0.262, 0.204, -0.105], [0.257, 0.001, -0.644], [0.251, 0.873, 0.304], [0.474, -0.346, 0.045], [-0.176, -0.039, -0.194], [-0.699, 0.222, 0.208], [0.057, -0.595, -0.281], [-0.159, 0.661, -0.723], [-2.115, -0.976, 1.025], [3.047, 0.770, -1.457], [1.438, -1.087, 0.339], [-0.080, 0.540, 0.397], [-1.752, 0.008, 0.034], [-0.181, -0.520, -0.692], [-0.196, 0.537, -0.156], [0.521, 0.194, 0.491], [-0.536, 0.150, -0.170], [-0.079, 0.142, -0.255], [-0.195, 0.581, -0.149], [-0.049, 0.083, -0.199], [0.444, 0.081, 0.199], [-0.146, -0.385, 0.248], [0.278, 0.317, 0.336], [0.180, 0.196, 0.137], [0.100, -0.271, 0.104], [0.416, -0.022, 0.245], [-0.114, 0.275, -0.194], [-0.034, 0.061, 0.042], [0.120, -0.115, -0.226], [-0.027, 0.117, -0.330], [0.006, -0.030, -0.011], [0.153, -0.089, 0.092], [-0.065, -0.155, 0.110], [0.136, -0.028, 0.128], [-0.084, -0.088, 0.168], [-0.018, -0.018, 0.028], [-0.345, 0.092, -0.065], [-0.168, 0.131, -0.071], [0.001, -0.250, 0.096], [-0.316, -0.140, 0.089], [0.008, -0.010, 0.030], [0.147, -0.132, -0.010], [0.173, 0.082, 0.065], [0.140, -0.121, -0.070], [0.242, 0.135, -0.004], [0.094, 0.074, 0.057]],
  "nbo_charge": [-0.102, -0.113, -0.309, -0.160, 0.625, -0.381, -0.343, 0.779, -0.516, -0.702, -0.311, 0.532, -0.459, -0.036, -0.473, 0.299, -0.252, 0.795, -0.425, -0.698, 0.951, -0.488, -0.287, 0.259, 0.271, 0.270, 0.269, 0.246, 0.499, 0.274, 0.244, 0.285, 0.442, -0.725, 0.617, -0.592, -0.722, 0.242, 0.243, 0.240, 0.247, 0.240, 0.219, -0.725, 0.604, -0.573, -0.727, 0.246, 0.244, 0.236, 0.255, 0.226, 0.220]
}